[1]
{"formula": "C5H7N", "method": "wB97M-V/def2-TZVPD", "total_energy_ev": -6787.4599, "lumo_energy_ev": 1.0, "max_force_ha_per_bohr": 0.02146, "symbols": ["C", "H", "C", "H", "N", "H", "C", "H", "C", "H", "H", "C", "H"], "coordinates": [[-1.379, 0.124, -0.746], [-1.726, -0.277, 1.430], [-0.190, 0.567, 0.059], [1.185, -0.603, -1.136], [2.631, -0.638, 1.653], [-2.225, 0.801, -0.825], [-1.089, -0.513, 0.584], [-0.262, 1.535, 0.547], [2.029, -0.258, 0.741], [1.711, 1.056, -0.865], [-1.198, -0.468, -1.639], [1.214, 0.202, -0.391], [-0.700, -1.528, 0.588]], "atomic_forces_ev_per_a": [[-0.0929, 0.0413, -0.1743], [0.0820, -0.0287, -0.1635], [0.0297, 0.0979, 0.0687], [-0.0129, 0.0816, 0.1358], [-0.5407, 0.3839, -0.8819], [0.1489, -0.1058, 0.0310], [-0.0143, -0.1160, 0.1441], [0.0013, -0.1612, -0.0640], [0.5293, -0.3208, 0.7808], [-0.0633, -0.1299, 0.0712], [0.0037, 0.1055, 0.1485], [-0.0163, -0.0206, -0.0744], [-0.0545, 0.1729, -0.0220]], "mulliken_charge": [-0.606, 0.263, 0.047, 0.229, -0.416, 0.254, -0.533, 0.355, 0.264, 0.323, 0.227, -0.637, 0.230]}

=====

[2]
{"formula": "C5H7N", "method": "wB97M-V/def2-TZVPD", "total_energy_ev": -6786.5354, "lumo_energy_ev": 0.4, "max_force_ha_per_bohr": 0.02239, "symbols": ["C", "H", "H", "H", "H", "C", "H", "C", "C", "H", "N", "H", "C"], "coordinates": [[-1.764, 1.010, 0.256], [-2.779, 0.643, 0.123], [2.539, -1.848, 0.320], [-0.042, 1.864, -0.611], [0.555, -2.674, -0.846], [0.544, -1.701, -0.364], [-1.468, 1.571, -1.762], [1.628, -1.259, 0.271], [1.685, 0.009, 0.949], [-0.365, -1.110, -0.424], [1.776, 1.015, 1.518], [-1.348, 0.959, 1.260], [-1.059, 1.505, -0.756]], "atomic_forces_ev_per_a": [[0.0811, 0.1101, -0.1333], [0.1391, 0.0864, 0.0042], [-0.1037, 0.0564, -0.0030], [-0.1682, -0.0353, -0.0075], [0.0315, 0.1429, 0.0625], [0.1367, 0.0563, 0.0827], [0.0371, -0.0274, 0.1527], [-0.1338, -0.1357, -0.0988], [0.0673, 0.8588, 0.5002], [0.1912, -0.1051, 0.0393], [-0.1298, -0.9791, -0.5916], [-0.0424, 0.0030, -0.1548], [-0.1061, -0.0314, 0.1472]], "mulliken_charge": [-0.553, 0.257, 0.297, 0.291, 0.261, -0.565, 0.230, -0.002, 0.239, 0.149, -0.383, 0.295, -0.516]}

=====

[3]
{"formula": "C5H7N", "method": "wB97M-V/def2-TZVPD", "total_energy_ev": -6782.8355, "lumo_energy_ev": 1.1, "max_force_ha_per_bohr": 0.04736, "symbols": ["H", "H", "C", "H", "H", "C", "C", "H", "C", "H", "C", "N", "H"], "coordinates": [[-1.860, -0.347, 0.933], [-0.009, -2.361, 0.145], [-1.373, -0.518, -0.034], [1.450, -0.701, -1.589], [-0.189, 1.645, -1.231], [0.559, 0.873, 0.808], [0.759, -0.440, -0.799], [1.422, 1.538, 0.799], [-0.111, -1.285, 0.017], [-0.092, 1.099, 1.658], [-0.084, 0.792, -0.536], [1.041, -0.532, 0.658], [-1.512, 0.236, -0.829]], "atomic_forces_ev_per_a": [[-0.1224, 0.3372, -0.4732], [-0.1600, 0.2720, -0.0110], [0.9330, 1.4059, 0.2201], [0.0044, 0.0788, 0.0784], [-0.5545, -0.4920, 0.4720], [0.2850, 0.1361, 0.4172], [0.3880, -0.0339, -0.2559], [0.1872, -0.1034, 0.1192], [-0.1793, -0.1770, -0.2848], [0.2774, -0.0495, -0.0045], [0.3039, 0.1420, 0.4024], [0.3830, -0.1204, 0.2868], [-1.7456, -1.3958, -0.9666]], "mulliken_charge": [0.208, 0.387, -0.918, 0.437, 0.435, -0.357, -0.417, 0.301, 0.024, 0.267, -0.247, -0.548, 0.430]}

=====

[4]
{"formula": "C5H7N", "method": "wB97M-V/def2-TZVPD", "total_energy_ev": -6784.5468, "lumo_energy_ev": 1.1, "max_force_ha_per_bohr": 0.12336, "symbols": ["H", "N", "C", "C", "H", "H", "C", "H", "H", "C", "H", "C", "H"], "coordinates": [[-1.744, -0.107, -2.162], [-0.344, -1.466, 0.462], [1.100, 1.436, -0.824], [-0.091, 0.703, -0.903], [1.253, 2.355, -0.115], [-0.014, -2.861, 1.768], [-0.899, -0.194, 0.077], [1.237, 1.835, -1.780], [1.883, 0.656, -0.495], [-0.626, -2.002, 1.561], [-1.350, -1.720, 2.261], [-1.155, 0.068, -1.384], [-1.518, 0.259, 0.766]], "atomic_forces_ev_per_a": [[-2.3344, -0.8243, -3.0474], [0.3972, 1.1238, -0.7136], [3.0592, 0.9919, 1.9897], [-4.8904, -2.9844, 1.3962], [-1.0071, -1.8886, -0.8261], [-0.1420, -0.6529, 0.4497], [1.1132, -0.9493, -2.3693], [1.1856, 0.5295, -1.6095], [-0.7015, 1.3834, -0.7915], [1.3745, -0.7862, -1.1721], [-1.2057, 0.8812, 1.1116], [4.5355, 2.1544, 3.8767], [-1.3841, 1.0214, 1.7057]], "mulliken_charge": [0.477, -0.480, -0.962, 0.509, 0.271, 0.258, -0.374, 0.307, 0.257, -0.307, 0.270, -0.696, 0.470]}

=====

[5]
{"formula": "C5H7N", "method": "wB97M-V/def2-TZVPD", "total_energy_ev": -6784.1716, "lumo_energy_ev": 0.9, "max_force_ha_per_bohr": 0.03487, "symbols": ["C", "C", "H", "H", "H", "H", "H", "C", "H", "C", "H", "C", "N"], "coordinates": [[1.080, -0.151, -0.079], [0.402, 0.528, 1.115], [0.662, 0.057, 2.068], [-2.246, -0.450, -0.713], [0.356, 1.313, -1.322], [-1.590, -0.598, 1.064], [0.730, 1.574, 1.212], [-1.251, -0.225, -0.330], [0.052, -1.594, -1.538], [0.007, -0.664, -0.979], [2.032, -0.666, 0.036], [-1.104, 0.436, 0.860], [0.871, 0.438, -1.394]], "atomic_forces_ev_per_a": [[0.1146, -0.0363, 0.1712], [-0.0364, -0.1206, 0.0521], [0.0175, -0.0326, -0.1356], [0.1744, -0.3472, 0.0235], [0.1064, -0.0383, -0.0036], [-0.7601, 0.6545, 1.4864], [-0.1998, -0.2044, -0.0533], [0.0915, 0.0197, -0.7555], [0.0334, 0.1981, -0.0550], [-0.0297, -0.0478, -0.2800], [-0.1550, 0.0631, -0.0294], [0.4004, -0.5109, -0.2247], [0.2428, 0.4029, -0.1960]], "mulliken_charge": [-0.197, -0.624, 0.364, 0.443, 0.309, 0.179, 0.312, -0.438, 0.401, -0.048, 0.393, -0.522, -0.571]}

=====

[6]
{"formula": "C5H7N", "method": "wB97M-V/def2-TZVPD", "total_energy_ev": -6787.4923, "lumo_energy_ev": 0.9, "max_force_ha_per_bohr": 0.02493, "symbols": ["C", "H", "C", "H", "H", "C", "H", "C", "H", "N", "H", "H", "C"], "coordinates": [[-0.418, 0.482, 0.541], [0.571, 0.751, -1.830], [-1.023, 0.110, 1.823], [-1.615, -0.381, -1.190], [1.430, -0.540, 0.859], [1.095, 0.278, 0.222], [-0.722, 1.504, 0.299], [0.659, -0.143, -1.202], [1.796, 1.117, 0.290], [-1.608, -0.219, 2.768], [1.202, -0.910, -1.760], [-0.663, -1.535, -0.212], [-0.703, -0.515, -0.608]], "atomic_forces_ev_per_a": [[-0.1155, 0.1007, 0.0284], [0.0457, -0.1466, 0.0764], [-0.4420, -0.1825, 0.8150], [0.0786, 0.0117, 0.0082], [0.3027, -0.1439, -0.3201], [0.0100, 0.0575, 0.2152], [-0.0870, -0.1497, -0.0808], [0.0798, -0.0145, -0.1180], [-0.3231, -0.0905, 0.2140], [0.7751, 0.3590, -0.9558], [0.0325, 0.1140, 0.2516], [-0.1195, 0.1710, -0.0456], [-0.2374, -0.0862, -0.0885]], "mulliken_charge": [0.245, 0.221, -0.055, 0.335, 0.293, -0.662, 0.294, -0.488, 0.309, -0.432, 0.325, 0.276, -0.661]}

=====

[7]
{"formula": "C5H7N", "method": "wB97M-V/def2-TZVPD", "total_energy_ev": -6780.0370, "s_squared": 2.032, "lumo_energy_ev": [1.0, -1.9], "multiplicity": 3, "max_force_ha_per_bohr": 0.11136, "symbols": ["C", "N", "C", "H", "H", "C", "H", "H", "H", "C", "H", "H", "C"], "coordinates": [[0.197, 1.035, -1.488], [0.808, -2.395, 0.235], [0.005, 0.034, 0.752], [1.045, 0.450, -1.325], [-0.801, 1.838, 0.518], [-0.325, 1.108, 0.023], [-0.139, -0.258, 1.736], [0.660, 1.907, -1.903], [-0.504, 0.485, -2.163], [-0.627, -2.124, 0.412], [-1.158, -2.194, -0.478], [-0.952, -2.475, 1.392], [0.533, -1.174, 0.284]], "atomic_forces_ev_per_a": [[-1.5448, 0.1501, 1.8622], [0.8277, -3.3288, 0.9644], [1.1565, -1.7039, 0.3673], [1.1671, -1.4767, -0.3096], [-1.7796, 2.9854, 1.1068], [2.4093, -2.0134, -3.7009], [-1.3898, 1.5083, 2.7575], [-0.7360, 1.0295, -0.2307], [0.4958, 0.7497, 0.5067], [0.5956, -2.9174, 1.2141], [-1.6888, 0.0136, -1.0770], [-0.5349, 0.3268, -0.3185], [1.0219, 4.6768, -3.1423]], "mulliken_charge": [-1.009, -0.671, -0.237, 0.359, 0.529, -0.392, 0.437, 0.363, 0.257, -0.446, 0.249, 0.309, 0.251]}

=====

[8]
{"formula": "C5H7N2", "method": "wB97M-V/def2-TZVPD", "total_energy_ev": -8265.6450, "total_charge": 1, "lumo_energy_ev": -8.0, "max_force_ha_per_bohr": 0.09207, "symbols": ["N", "C", "H", "H", "H", "C", "N", "C", "C", "H", "H", "C", "H", "H"], "coordinates": [[0.133, 0.488, 2.031], [0.973, -2.315, -0.404], [-0.057, 2.829, 1.308], [0.536, -3.225, 0.070], [2.014, -2.329, -0.466], [0.579, -1.175, 0.432], [-0.328, 0.935, 0.863], [-0.738, 2.305, 0.810], [0.607, -0.640, 1.680], [-0.824, 2.708, -0.132], [-0.254, 0.307, -1.145], [-0.051, -0.027, -0.081], [-1.671, 2.408, 1.117], [0.405, -2.427, -1.241]], "atomic_forces_ev_per_a": [[1.0602, -2.4119, 1.3984], [-0.8966, -1.4488, 3.6525], [2.5038, 2.3285, 2.2905], [1.0285, 0.3006, 0.3725], [1.5448, -0.5060, -0.6414], [-0.4940, -0.0131, -0.6122], [1.2662, -2.0121, -0.5204], [0.6576, -2.0301, -1.8086], [-1.3952, 2.9907, -0.2652], [0.5221, 0.2699, -2.7616], [0.3873, -1.2263, 1.1988], [-1.0797, 2.6914, -1.5941], [-4.1103, 0.2975, 2.3303], [-0.9947, 0.7698, -3.0395]], "mulliken_charge": [-0.637, -1.199, 0.373, 0.356, 0.320, 0.420, 0.497, -0.940, 0.325, 0.442, 0.362, -0.125, 0.383, 0.422]}

=====

[9]
{"formula": "C5H7N2", "method": "wB97M-V/def2-TZVPD", "total_energy_ev": -8267.8812, "total_charge": 1, "lumo_energy_ev": [-6.0, -6.0], "max_force_ha_per_bohr": 0.07735, "symbols": ["C", "H", "H", "C", "H", "C", "C", "H", "N", "N", "H", "H", "C", "H"], "coordinates": [[-0.767, -0.264, 0.571], [-2.359, 0.585, -0.360], [-2.828, -0.994, 0.009], [0.129, 1.082, 0.247], [2.689, 0.036, -1.418], [-1.977, -0.361, -0.361], [0.290, -1.138, 0.338], [3.108, -0.027, 0.312], [1.421, -1.126, 0.010], [1.315, 1.215, 0.001], [-0.319, 1.987, 0.586], [-1.197, -0.355, 1.684], [2.213, -0.017, -0.310], [-1.717, -0.623, -1.310]], "atomic_forces_ev_per_a": [[-2.5070, -0.3680, 2.0882], [-1.2151, 2.6895, -0.2821], [1.2124, 0.2411, -0.1491], [-0.8552, -0.0104, 1.8695], [-1.7850, -0.2863, 2.3824], [-0.6683, -1.5485, 2.7058], [3.2829, -0.5661, -0.8236], [-0.2406, 0.3387, 0.2987], [-2.7616, -1.7409, 0.3078], [3.0300, -1.9605, -1.6725], [-1.2309, 0.5581, -0.0594], [1.4392, 0.7432, -2.1886], [1.5974, 2.6986, -1.8220], [0.7019, -0.7887, -2.6550]], "mulliken_charge": [0.397, 0.393, 0.352, -0.140, 0.298, -1.276, 0.136, 0.294, -0.083, -0.304, 0.461, 0.379, -0.319, 0.414]}

=====

[10]
{"formula": "C5H7N2", "method": "wB97M-V/def2-TZVPD", "total_energy_ev": -8264.1702, "total_charge": 1, "lumo_energy_ev": [-6.0, -6.1], "max_force_ha_per_bohr": 0.06596, "symbols": ["N", "H", "H", "H", "H", "C", "H", "C", "C", "H", "C", "N", "C", "H"], "coordinates": [[1.332, -0.576, 0.398], [1.512, -0.348, 1.474], [0.588, -2.587, 0.360], [1.058, 0.543, -1.400], [-0.654, 1.772, -0.666], [0.718, -1.622, -0.099], [0.379, -1.650, -1.174], [1.120, 0.683, -0.284], [-0.306, 1.093, 0.009], [-0.419, 1.508, 1.014], [-3.595, -0.227, -0.131], [-1.202, 0.056, 0.112], [-2.405, -0.011, 0.243], [1.875, 1.365, 0.145]], "atomic_forces_ev_per_a": [[-0.8221, -0.5485, 1.4893], [-0.2681, -1.7898, -2.8101], [0.1630, 0.1024, 0.8905], [1.2613, 0.0828, 1.0674], [-0.7275, 2.2947, -1.9072], [0.3567, 0.6994, -0.4929], [0.6852, 0.6000, 1.1821], [0.1187, -0.2527, -1.0926], [0.0157, 0.5373, 3.3349], [0.5414, 0.7949, 0.0530], [-3.2950, -0.5210, -0.6137], [1.2194, -2.8985, -0.4251], [1.2578, 0.7815, 0.3228], [-0.5065, 0.1174, -0.9984]], "mulliken_charge": [-0.102, 0.377, 0.311, 0.315, 0.489, -0.111, 0.281, -0.709, -0.499, 0.419, -0.555, -0.137, 0.563, 0.358]}

=====

[11]
{"formula": "C5H7N2", "method": "wB97M-V/def2-TZVPD", "total_energy_ev": -8267.9969, "total_charge": 1, "lumo_energy_ev": -4.5, "max_force_ha_per_bohr": 0.08843, "symbols": ["H", "H", "H", "C", "C", "H", "N", "C", "C", "H", "H", "N", "C", "H"], "coordinates": [[2.657, -0.491, 0.471], [-2.192, 1.250, -0.931], [-0.483, 2.790, 0.343], [1.937, -0.861, -0.188], [-1.295, -1.590, 0.247], [-0.631, -2.408, -0.080], [-1.454, 0.881, -0.350], [0.768, 1.123, 0.252], [-0.444, 1.741, 0.025], [-2.077, -1.888, 0.923], [1.681, 1.623, 0.586], [0.895, -0.142, -0.275], [-1.361, -0.369, -0.099], [2.000, -1.660, -0.923]], "atomic_forces_ev_per_a": [[1.8307, -0.3136, 0.9193], [-0.3051, -0.1978, -0.3805], [-1.0935, -0.4818, -0.5767], [-1.6281, 0.7915, -1.1394], [-0.8709, -1.3677, 0.4664], [-0.2150, 0.9374, -0.0848], [-1.3053, 0.0675, 0.0172], [-0.8675, 0.6105, -0.9430], [3.8311, -0.0278, 2.4497], [-0.3151, -0.2493, 0.4727], [-0.4846, 0.2622, -0.0405], [-0.1479, -0.3162, -0.6146], [1.1312, 0.5866, -1.1578], [0.4400, -0.3017, 0.6120]], "mulliken_charge": [0.260, 0.309, 0.347, -0.216, -0.744, 0.271, -0.070, -0.127, -0.328, 0.283, 0.349, -0.366, 0.733, 0.299]}

=====

[12]
{"formula": "C5H7N2", "method": "wB97M-V/def2-TZVPD", "total_energy_ev": -8265.2419, "total_charge": 1, "lumo_energy_ev": [-5.5, -5.5], "max_force_ha_per_bohr": 0.21333, "symbols": ["N", "H", "N", "C", "C", "C", "H", "C", "C", "H", "H", "H", "H", "H"], "coordinates": [[0.534, 0.564, -1.065], [-1.163, 1.653, 0.891], [-1.491, -0.522, 0.875], [-2.586, -0.122, 0.345], [-1.401, 0.756, 0.264], [-0.566, 0.876, -0.707], [0.095, -0.816, 2.057], [-0.585, -1.513, 1.476], [1.816, 0.820, -1.610], [-0.004, -1.890, 0.640], [2.404, 1.383, -0.899], [-1.122, -2.430, 2.012], [1.874, 1.456, -2.461], [2.194, -0.214, -1.820]], "atomic_forces_ev_per_a": [[-3.9365, 3.1333, -0.1750], [-1.0714, -0.4465, 0.1326], [-1.9016, -0.7291, -0.3330], [-1.6333, -2.0665, 0.9632], [-2.0832, 2.8105, 5.2007], [9.2789, -2.5318, -5.2758], [-0.7059, -1.6106, 0.0883], [0.0502, 0.1671, 0.6789], [1.0787, -1.9347, 0.0908], [0.1393, -0.3218, 0.0158], [0.2310, -0.4160, 0.7080], [0.9937, 2.5445, -0.9875], [-0.8082, 0.1447, -1.1397], [0.3684, 1.2569, 0.0326]], "mulliken_charge": [-0.006, 0.299, 0.212, -0.185, -0.224, 0.327, 0.285, -0.574, -0.660, 0.276, 0.335, 0.299, 0.344, 0.273]}